C93H206N10O15 | ωB97M-V/def2-TZVPD

Values from the calculation:
* frontier orbital gap: 8.38 eV
* net charge: 0

The geometry in XYZ format:
```
324
Properties=species:S:1:pos:R:3:forces:R:3:lowdin_charge:R:1
C -24.3180 -12.5035 -15.1313 -0.853 0.805 1.198 -0.01
C -25.5207 -11.9569 -14.2433 1.133 -0.101 0.667 -0.46
C -25.3360 -12.4185 -12.7648 0.662 0.066 0.100 -0.13
C -24.1249 -11.7848 -12.0271 -0.609 0.280 -1.207 -0.16
C -24.2418 -10.2253 -12.0286 -0.036 -2.249 0.704 -0.13
C -24.5540 -9.6687 -13.4253 0.173 1.833 -0.390 -0.45
N -25.5144 -10.4632 -14.2032 -1.675 -0.787 0.774 -0.10
O -25.8248 -9.9001 -15.4985 0.908 -0.268 0.933 -0.02
C -25.2061 -8.2209 -13.0698 -0.187 -1.518 -0.665 -0.02
C -23.2507 -9.5155 -14.2295 0.606 0.956 -0.157 -0.04
C -26.9141 -12.4443 -14.7298 1.199 0.744 -0.078 -0.02
H -24.3275 -13.5930 -15.1640 -0.188 0.049 -0.497 0.08
H -23.3865 -12.2253 -14.6382 0.007 -0.004 0.011 0.05
H -24.3245 -11.9735 -16.0837 -0.124 -0.494 -0.247 0.07
H -26.2618 -12.2308 -12.2209 -0.041 0.334 0.087 0.11
H -25.2247 -13.5021 -12.7251 0.035 -0.176 -0.327 0.11
H -23.2048 -12.0274 -12.5588 0.037 -0.010 -0.456 0.09
H -23.9148 -12.2932 -11.0861 -0.559 0.523 0.463 0.11
H -23.2823 -9.9341 -11.6013 0.095 0.831 -0.547 0.12
H -24.9838 -9.8764 -11.3103 -0.248 -0.236 -0.067 0.11
H -25.5165 -7.6676 -13.9561 0.563 0.186 -0.070 0.07
H -26.1368 -8.3708 -12.5226 -0.089 -0.437 0.023 0.07
H -24.5893 -7.6565 -12.3704 0.392 0.080 -0.458 0.08
H -22.7826 -8.5593 -13.9960 0.238 0.055 0.411 0.08
H -22.5104 -10.2955 -14.0513 -0.106 -0.137 0.255 0.06
H -23.3458 -9.4400 -15.3127 -0.649 -0.278 -0.035 0.05
H -27.6799 -12.1258 -14.0225 -0.026 0.192 -0.130 0.08
H -26.9827 -13.5278 -14.8268 0.250 0.026 -0.130 0.08
H -27.0123 -11.9489 -15.6958 -0.626 -0.358 -0.048 0.05
H -26.7447 -9.6536 -15.3772 -0.120 0.154 -0.102 0.10
C -19.4450 -9.8043 -27.9756 0.188 1.015 0.154 -0.01
C -20.3350 -8.4745 -28.0735 0.292 -1.244 -0.764 -0.45
C -21.5903 -8.7077 -27.2414 -0.213 -0.211 -0.066 -0.17
C -21.3800 -8.5367 -25.7631 -0.130 1.783 -0.435 -0.16
C -20.7843 -7.1021 -25.5229 0.249 -1.307 0.844 -0.11
C -19.4712 -6.8602 -26.2660 1.278 0.198 0.196 -0.46
N -19.6504 -7.2025 -27.7142 -2.839 -0.628 2.527 -0.12
O -18.4992 -7.0651 -28.4032 1.905 0.302 -1.132 -0.01
C -19.1193 -5.3727 -26.1271 -0.063 0.689 -1.131 -0.05
C -18.2792 -7.5845 -25.5373 -0.450 -1.005 -0.599 -0.02
C -20.8154 -8.3080 -29.5334 0.579 -0.250 -0.423 -0.05
H -19.4777 -10.2691 -26.9903 -0.338 0.062 0.147 0.05
H -18.3827 -9.6131 -28.1269 0.002 0.274 -0.296 0.07
H -19.7446 -10.5569 -28.7049 -0.209 0.143 -0.038 0.08
H -22.3967 -8.0927 -27.6411 -0.046 0.377 0.288 0.12
H -21.9483 -9.7303 -27.3603 0.176 -0.205 -0.556 0.12
H -20.7323 -9.3452 -25.4240 0.227 0.240 0.359 0.10
H -22.3551 -8.6571 -25.2912 0.133 0.106 0.365 0.09
H -20.5499 -7.0404 -24.4602 0.092 0.169 0.128 0.08
H -21.4506 -6.2559 -25.6902 -0.447 -0.374 -0.454 0.12
H -18.9464 -5.0825 -25.0908 -0.225 -0.024 -0.011 0.08
H -18.2566 -5.0416 -26.7053 0.704 -0.707 0.233 0.08
H -19.8281 -4.7092 -26.6226 -0.881 -0.121 0.513 0.08
H -18.2927 -7.4461 -24.4562 -0.196 0.314 0.014 0.07
H -18.3423 -8.6621 -25.6883 -0.148 -0.172 0.034 0.05
H -17.2786 -7.3304 -25.8871 -0.165 0.413 -0.252 0.08
H -19.9683 -8.2247 -30.2144 0.165 0.253 0.041 0.08
H -21.4679 -7.4473 -29.6800 0.115 0.156 0.280 0.08
H -21.3543 -9.1692 -29.9282 -0.143 -0.255 0.447 0.08
H -18.6869 -6.2941 -28.9436 0.395 0.073 -0.301 0.11
C -20.6987 -9.6637 -17.5437 0.870 -0.053 0.130 -0.01
C -21.6923 -9.1278 -18.6127 -0.843 -0.375 0.701 -0.43
C -22.0947 -7.6925 -18.1864 0.771 0.917 -1.339 -0.13
C -21.0033 -6.6692 -18.5017 0.144 -0.868 -1.529 -0.13
C -20.5377 -6.8384 -20.0297 -0.975 1.009 2.112 -0.12
C -20.1363 -8.2290 -20.4049 2.370 -0.915 -0.918 -0.48
N -21.1615 -9.2268 -20.0003 -1.274 3.439 0.490 -0.10
O -20.8771 -10.5105 -20.3766 0.457 -0.723 0.126 0.00
C -20.0436 -8.2230 -21.9344 -0.518 -0.013 -0.674 -0.04
C -18.6637 -8.4544 -19.8999 -0.802 -0.493 0.594 -0.01
C -23.0217 -9.9464 -18.5201 0.445 -0.549 0.639 -0.01
H -20.2741 -10.6480 -17.7410 -0.791 -0.709 0.101 0.06
H -21.0877 -9.5988 -16.5275 -0.502 -0.475 -0.118 0.08
H -19.7302 -9.1817 -17.4108 -0.155 1.053 -0.498 0.06
H -22.9137 -7.2865 -18.7800 -0.600 -0.705 0.108 0.10
H -22.3661 -7.6781 -17.1308 -0.084 -0.172 -0.003 0.11
H -20.1566 -6.8442 -17.8378 0.295 0.328 -0.132 0.08
H -21.3465 -5.6419 -18.3797 0.017 -0.017 0.244 0.09
H -19.7553 -6.0821 -20.0915 0.570 -0.474 -0.506 0.11
H -21.2365 -6.5548 -20.8167 -0.816 0.401 0.635 0.09
H -19.4642 -9.0247 -22.3923 -0.099 -0.250 0.228 0.08
H -21.0499 -8.2158 -22.3532 -0.253 -0.352 -0.030 0.07
H -19.6397 -7.2931 -22.3348 0.437 0.178 0.408 0.07
H -18.2653 -9.4587 -20.0437 -0.272 -0.261 -0.208 0.07
H -17.9645 -7.7916 -20.4098 -0.203 0.234 0.085 0.08
H -18.6709 -8.2793 -18.8241 0.478 0.254 0.005 0.05
H -23.4558 -9.8982 -17.5214 0.204 0.490 0.310 0.06
H -22.8571 -11.0206 -18.6036 0.123 -0.101 -0.588 0.07
H -23.8416 -9.6313 -19.1655 0.378 0.144 -0.450 0.08
H -20.4196 -10.8371 -19.5983 0.574 -0.973 0.086 0.06
C -24.1024 -7.0293 -21.6305 -1.699 1.127 -0.502 -0.02
C -25.6097 -6.6003 -21.3574 -0.809 -0.538 -1.419 -0.41
C -26.0650 -5.3788 -22.3181 0.274 -0.319 1.136 -0.12
C -27.5726 -5.1104 -22.3436 -0.099 -1.704 0.969 -0.18
C -28.3129 -6.4139 -22.7857 0.384 1.824 0.303 -0.13
C -28.0058 -7.6092 -21.8850 0.977 -1.734 0.312 -0.51
N -26.5161 -7.7599 -21.7652 1.008 0.442 -0.697 -0.08
O -26.1062 -9.0137 -21.1541 -0.874 1.286 0.611 -0.04
C -28.7180 -7.5183 -20.5148 -0.089 0.520 -1.634 -0.02
C -28.5351 -8.8634 -22.6393 0.644 0.354 0.216 -0.04
C -25.6926 -6.1141 -19.9101 -0.481 0.369 0.402 -0.04
H -23.5777 -6.0766 -21.7023 0.456 -0.003 0.652 0.05
H -23.9491 -7.4249 -22.6345 -0.339 -0.566 0.046 0.08
H -23.7475 -7.6950 -20.8437 0.188 0.153 -0.164 0.06
H -25.7417 -4.4453 -21.8577 1.020 -0.053 -0.060 0.09
H -25.6200 -5.4823 -23.3077 -0.071 -0.097 -0.064 0.11
H -27.8033 -4.1610 -22.8269 -0.117 -0.388 -0.668 0.11
H -27.8447 -4.9072 -21.3079 -0.145 0.039 0.227 0.08
H -27.9963 -6.5281 -23.8225 -0.173 -0.739 -0.049 0.12
H -29.3942 -6.2836 -22.7414 -0.095 0.104 -0.236 0.11
H -28.5521 -8.4081 -19.9076 0.364 0.382 0.175 0.09
H -28.4296 -6.5416 -20.1262 -0.176 -0.383 0.843 0.06
H -29.7726 -7.4950 -20.7891 -0.261 0.117 0.424 0.08
H -29.5905 -8.7334 -22.8790 0.028 0.053 -0.141 0.08
H -27.9256 -8.9583 -23.5379 -0.250 -0.067 -0.226 0.08
H -28.4231 -9.7953 -22.0851 0.034 0.172 0.239 0.07
H -24.7529 -5.6313 -19.6420 0.176 -0.194 0.176 0.07
H -25.9860 -6.8485 -19.1600 0.468 -0.444 -0.199 0.09
H -26.4363 -5.3308 -19.7636 -0.194 0.125 -0.285 0.07
H -25.5385 -9.4434 -21.7980 0.135 -0.015 -0.469 0.06
C -14.5939 -14.2559 -22.1748 0.691 0.271 -0.694 -0.03
C -14.8783 -13.5092 -23.5267 -0.756 -1.350 1.043 -0.53
C -15.1708 -14.5998 -24.5778 -0.185 0.189 -1.051 -0.13
C -15.7274 -14.1082 -25.9729 0.074 1.818 2.370 -0.13
C -17.0081 -13.2650 -25.5806 0.573 -0.055 -0.728 -0.12
C -16.8269 -12.1675 -24.4631 -1.079 0.391 0.244 -0.42
N -16.1057 -12.7629 -23.3215 -1.263 -0.460 -0.795 -0.11
O -16.1646 -12.0045 -22.1362 0.580 0.935 -0.862 -0.04
C -16.2382 -10.8263 -25.0062 -0.358 0.098 -0.542 -0.02
C -18.3154 -11.8288 -24.0007 0.701 -0.324 0.624 -0.03
C -13.6659 -12.7144 -23.9099 0.551 0.711 0.167 -0.03
H -13.6539 -14.8007 -22.2628 0.101 -0.146 -0.201 0.08
H -15.3552 -14.9872 -21.9033 -0.195 0.269 -0.077 0.07
H -14.4210 -13.5373 -21.3736 -0.317 -0.020 0.014 0.08
H -14.1922 -15.0707 -24.6704 -0.237 -0.640 -0.282 0.11
H -15.9409 -15.2634 -24.1847 0.278 -0.293 0.241 0.11
H -15.8808 -14.8927 -26.7140 -0.240 -0.030 0.302 0.10
H -14.9843 -13.4128 -26.3633 0.049 0.011 -0.370 0.09
H -17.8235 -13.9510 -25.3515 0.126 -0.147 0.717 0.11
H -17.4412 -12.7426 -26.4336 0.340 0.219 -0.323 0.10
H -16.2335 -10.0023 -24.2928 0.252 -0.386 0.605 0.07
H -15.2695 -10.8604 -25.5049 0.112 -0.307 0.248 0.07
H -16.8924 -10.3993 -25.7664 -0.323 -0.362 -0.274 0.06
H -19.0009 -11.5287 -24.7933 0.317 -0.151 -0.404 0.07
H -18.7498 -12.6830 -23.4814 0.064 -0.358 -0.288 0.05
H -18.3996 -11.0521 -23.2407 0.534 0.314 -0.077 0.06
H -13.9067 -12.1080 -24.7831 0.423 0.103 0.140 0.06
H -12.7681 -13.3036 -24.0963 -0.216 -0.399 -0.320 0.09
H -13.3535 -12.1068 -23.0606 -0.263 0.519 -0.084 0.08
H -16.6342 -12.5976 -21.5452 -0.064 -0.378 0.711 0.03
C -25.1808 -16.3133 -21.4388 -0.170 -0.122 1.175 -0.01
C -25.8290 -16.5645 -20.0472 1.202 -1.767 1.643 -0.47
C -24.7561 -16.8120 -18.8819 0.372 -0.205 -0.936 -0.15
C -24.1243 -15.5772 -18.3803 -0.806 1.533 -0.367 -0.22
C -25.2239 -14.5459 -17.9969 1.292 0.388 -1.032 -0.11
C -26.2952 -14.2010 -19.1287 0.659 -0.689 2.084 -0.44
N -26.7587 -15.5418 -19.6030 1.379 0.409 2.825 -0.15
O -27.9140 -15.5057 -20.2979 -1.016 0.194 -1.296 0.01
C -27.4150 -13.4174 -18.4125 -0.949 -0.590 -0.010 -0.04
C -25.7338 -13.2958 -20.2212 0.899 -0.412 -0.559 -0.02
C -26.5233 -17.9387 -20.0836 -1.488 0.100 -1.152 -0.06
H -24.4114 -15.5477 -21.3392 -0.019 -0.032 -0.374 0.06
H -25.9656 -16.0065 -22.1302 0.147 0.114 -0.216 0.08
H -24.7612 -17.2556 -21.7909 0.136 0.169 -0.132 0.08
H -25.0902 -17.3446 -17.9915 -1.039 -0.149 -0.335 0.12
H -23.9435 -17.4428 -19.2424 -0.135 -0.324 -0.547 0.12
H -23.5183 -15.1317 -19.1692 0.246 0.130 -0.116 0.09
H -23.4579 -15.7709 -17.5397 -0.033 0.057 0.126 0.11
H -24.6066 -13.6602 -17.8471 -0.527 0.558 0.371 0.09
H -25.6485 -14.8436 -17.0382 -0.504 0.104 -0.195 0.11
H -28.0133 -13.9767 -17.6932 0.146 -0.778 -0.171 0.08
H -27.0853 -12.6029 -17.7676 0.626 0.272 -0.663 0.06
H -28.1426 -13.0677 -19.1449 0.092 0.328 -0.020 0.08
H -25.6662 -12.2214 -20.0503 -0.491 -0.027 0.520 0.08
H -24.6989 -13.5658 -20.4310 0.087 -0.180 -0.232 0.06
H -26.2948 -13.4351 -21.1454 -0.084 0.081 -0.116 0.08
H -25.9159 -18.7819 -20.4125 0.616 0.276 0.377 0.08
H -27.2864 -17.9161 -20.8616 -0.274 0.103 -0.145 0.07
H -27.0826 -18.2148 -19.1897 0.363 0.268 0.260 0.09
H -27.6118 -15.2401 -21.1695 -0.665 0.261 -0.890 0.08
C -16.5652 -3.5655 -16.0694 0.186 -0.111 -0.687 -0.02
C -17.5134 -4.6340 -16.7567 0.119 0.796 2.167 -0.44
C -17.0454 -6.0548 -16.2928 -1.165 0.230 -2.079 -0.17
C -17.3249 -6.3629 -14.8824 0.944 1.094 0.019 -0.19
C -18.7871 -6.0652 -14.5553 0.078 -0.456 1.135 -0.12
C -19.4228 -4.7083 -14.9099 1.102 -0.259 -1.122 -0.45
N -18.9547 -4.4625 -16.3574 0.324 -2.815 1.635 -0.12
O -19.5744 -3.3789 -16.8840 0.031 1.289 -0.508 -0.02
C -20.9466 -4.8391 -14.9706 -0.630 -0.147 0.081 -0.03
C -19.0504 -3.6792 -13.8211 0.757 0.806 -0.100 -0.03
C -17.3693 -4.5737 -18.2568 -0.113 -0.801 -0.690 -0.02
H -16.4098 -3.5504 -14.9907 -0.412 -0.657 0.010 0.06
H -16.8301 -2.5323 -16.2939 -0.215 0.061 -0.374 0.08
H -15.5717 -3.7238 -16.4890 0.127 0.122 -0.148 0.08
H -17.6445 -6.7847 -16.8373 -0.080 -0.016 -0.770 0.10
H -16.0087 -6.2322 -16.5791 0.122 0.232 0.048 0.11
H -16.5571 -5.7472 -14.4139 -0.484 0.172 1.253 0.11
H -16.9878 -7.3878 -14.7276 -0.566 -0.191 0.452 0.11
H -18.8495 -6.1587 -13.4711 -0.487 -0.261 0.122 0.11
H -19.4155 -6.8315 -15.0093 0.047 -0.232 -0.039 0.11
H -21.2862 -5.4673 -15.7940 0.290 0.117 -0.292 0.07
H -21.4129 -5.3001 -14.0999 0.550 -0.153 0.473 0.08
H -21.4679 -3.8838 -15.0326 0.300 0.171 -0.312 0.08
H -19.2844 -3.9993 -12.8058 -0.386 -0.393 -0.160 0.09
H -17.9861 -3.4501 -13.7670 0.134 -0.339 -0.203 0.06
H -19.4937 -2.6879 -13.9151 -0.447 -0.054 -0.361 0.08
H -17.9717 -5.3811 -18.6729 -0.329 -0.082 -0.024 0.07
H -16.3562 -4.8709 -18.5281 0.250 0.349 0.006 0.07
H -17.6548 -3.6814 -18.8139 0.074 0.291 0.526 0.08
H -19.1166 -2.6503 -16.4584 -0.132 1.026 -0.092 0.09
C -21.4945 0.2166 -20.3478 0.896 -0.271 0.094 -0.03
C -20.6163 -1.0782 -20.4760 -0.337 0.585 1.252 -0.45
C -21.0496 -2.0468 -19.3122 -0.148 -0.779 -0.453 -0.13
C -22.4113 -2.7222 -19.5367 0.228 0.503 -1.912 -0.15
C -22.5000 -3.3757 -20.9523 0.375 0.248 2.204 -0.15
C -22.0393 -2.4976 -22.1132 0.499 -0.633 -0.050 -0.49
N -20.8107 -1.7301 -21.7718 0.106 -1.993 1.100 -0.12
O -20.4111 -0.9228 -22.8238 -0.372 0.920 -0.658 -0.01
C -21.6783 -3.5519 -23.1879 -0.573 0.989 0.167 -0.03
C -23.2248 -1.6438 -22.5419 -0.565 0.434 -0.030 -0.02
C -19.0830 -0.7621 -20.2989 -0.713 -0.007 -0.449 -0.02
H -21.1801 0.8383 -19.5095 0.188 -0.098 0.157 0.08
H -22.5362 -0.0400 -20.1554 0.040 0.135 -0.307 0.06
H -21.3577 0.8248 -21.2420 -0.343 -0.063 -0.096 0.08
H -20.3308 -2.8445 -19.1249 0.385 0.132 -0.329 0.09
H -21.1311 -1.5234 -18.3596 0.281 0.426 -0.098 0.11
H -23.1296 -1.9025 -19.5186 -0.585 -0.376 0.484 0.10
H -22.6215 -3.5487 -18.8579 -0.094 0.541 0.553 0.10
H -23.5205 -3.7383 -21.0757 -0.172 0.336 -0.394 0.09
H -21.9549 -4.3136 -20.8453 0.628 0.044 -0.426 0.09
H -21.4847 -3.0338 -24.1272 0.241 -0.396 -0.162 0.08
H -20.8614 -4.1784 -22.8297 0.169 0.187 -0.223 0.08
H -22.5660 -4.1792 -23.2693 -0.018 -0.140 -0.413 0.07
H -23.1637 -1.1644 -23.5189 0.375 -0.161 -0.073 0.09
H -24.1189 -2.2673 -22.5340 -0.063 -0.067 -0.222 0.07
H -23.4295 -0.8420 -21.8324 0.115 -0.050 0.064 0.07
H -18.8243 -0.3236 -19.3351 -0.358 -0.234 0.247 0.08
H -18.7044 -0.0388 -21.0211 -0.284 0.024 -0.254 0.07
H -18.5112 -1.6780 -20.4479 -0.028 -0.116 0.127 0.07
H -19.5618 -1.2580 -23.1203 0.122 -0.230 0.042 0.11
C -14.5633 -5.3191 -24.6698 -0.430 0.556 1.531 -0.03
C -15.8321 -4.5273 -24.1099 0.515 -1.457 -2.702 -0.46
C -16.0092 -4.4662 -22.6086 0.268 0.359 -0.340 -0.03
O -15.8282 -3.2613 -24.7656 -0.141 1.004 0.788 -0.06
H -14.4021 -6.2480 -24.1226 0.023 -0.030 -0.017 0.05
H -13.6874 -4.6895 -24.5138 0.160 0.045 0.302 0.08
H -14.5250 -5.5611 -25.7319 -0.777 0.127 -0.118 0.07
H -16.7106 -5.0179 -24.5290 -0.106 -0.518 0.130 0.09
H -15.5319 -3.5582 -22.2400 0.329 -0.280 0.342 0.09
H -15.6141 -5.3928 -22.1920 0.267 0.242 0.306 0.06
H -17.0544 -4.4165 -22.3036 -0.126 0.087 -0.251 0.07
H -15.3429 -3.3206 -25.5918 -0.020 -0.173 0.082 0.07
C -21.9441 -12.3605 -22.9545 0.712 -1.070 -0.156 -0.04
C -22.6630 -11.0748 -23.3350 0.026 -0.224 1.219 -0.47
C -23.4922 -11.1761 -24.5735 0.113 -0.400 -2.103 -0.06
O -23.5633 -10.6950 -22.3095 -0.892 0.247 0.781 -0.06
H -21.1958 -12.6144 -23.7054 -0.077 -0.030 -0.365 0.07
H -22.5613 -13.2480 -22.8147 -0.672 0.150 -0.492 0.08
H -21.3667 -12.4010 -22.0309 -0.085 1.066 0.234 0.05
H -21.9260 -10.2718 -23.3245 0.273 -0.011 -0.878 0.12
H -22.9308 -11.4507 -25.4665 0.784 0.144 0.005 0.07
H -23.9965 -10.2641 -24.8930 -0.059 0.173 0.575 0.08
H -24.2167 -11.9887 -24.6274 -0.284 0.013 0.975 0.09
H -23.1005 -10.0759 -21.7402 0.106 -0.002 0.425 0.06
C -19.3643 -11.6410 -14.6630 0.806 -0.573 -0.184 -0.04
C -18.3491 -10.6234 -14.1290 -1.045 -0.348 -0.414 -0.51
C -18.9602 -9.6456 -13.1682 0.145 0.399 0.722 -0.05
O -17.2942 -11.2601 -13.4677 0.666 -0.288 0.983 -0.03
H -19.4595 -12.4927 -13.9895 -0.159 0.194 0.411 0.09
H -18.8804 -12.0730 -15.5389 -0.367 -0.084 -0.464 0.07
H -20.3583 -11.2644 -14.9047 0.166 0.207 -0.075 0.05
H -17.9198 -10.0992 -14.9828 -0.174 0.389 -0.251 0.12
H -19.2623 -10.0846 -12.2174 0.079 -0.547 -0.062 0.09
H -19.8685 -9.1740 -13.5435 0.254 0.242 -0.338 0.07
H -18.1902 -8.9257 -12.8908 -0.211 0.396 -0.124 0.08
H -16.8640 -11.9340 -13.9992 -0.160 0.043 -0.346 0.09
C -12.9985 -5.4030 -18.6809 0.033 -1.254 -0.605 -0.11
O -14.1018 -5.8530 -19.4501 -0.896 -2.503 0.288 -0.22
C -14.4964 -7.2620 -19.0903 -0.733 0.497 -0.160 -0.17
C -14.7471 -8.1984 -20.3055 1.364 3.465 1.394 -0.21
N -13.5757 -8.1763 -21.1662 -1.149 -1.611 -0.669 -0.01
C -13.9536 -8.9310 -22.3540 1.060 -0.923 -1.216 -0.23
C -12.7551 -9.2055 -23.2575 -0.093 1.419 -0.493 -0.17
O -12.3794 -7.9077 -23.8821 0.298 -1.465 0.443 -0.21
C -11.4969 -8.1113 -24.9812 -0.731 0.805 -0.404 -0.12
H -12.2420 -6.1850 -18.7465 0.463 0.104 0.102 0.08
H -13.2747 -5.3398 -17.6283 0.073 0.697 0.101 0.08
H -12.6087 -4.5167 -19.1814 -0.198 0.213 0.543 0.09
H -15.4916 -7.2637 -18.6456 -0.197 0.691 0.341 0.08
H -13.8959 -7.7419 -18.3175 0.850 0.439 -0.195 0.11
H -15.5765 -7.6338 -20.7313 -0.627 -0.763 -0.749 0.10
H -15.0226 -9.1588 -19.8698 0.065 -0.110 -0.628 0.10
H -13.3470 -7.2385 -21.4632 -0.090 0.306 0.298 0.11
H -14.7145 -8.5438 -23.0316 -0.261 1.138 0.086 0.10
H -14.4603 -9.8669 -22.1186 0.502 -0.394 0.614 0.10
H -13.0209 -9.9102 -24.0454 -0.092 0.003 -0.140 0.09
H -11.9037 -9.6065 -22.7075 0.117 0.081 0.114 0.12
H -11.1617 -7.1602 -25.3949 0.245 0.409 0.761 0.08
H -12.0696 -8.4415 -25.8479 -0.022 -1.012 0.005 0.08
H -10.6216 -8.7213 -24.7578 -0.143 -0.217 0.050 0.09
C -20.9718 -13.5769 -17.7106 1.346 -0.579 1.210 -0.10
O -19.7486 -13.3633 -18.3925 -0.375 -1.106 -2.492 -0.21
C -19.6539 -14.1366 -19.6507 -0.285 0.872 0.280 -0.18
C -18.5770 -13.5099 -20.5007 -1.044 0.097 1.205 -0.22
N -17.2152 -13.7514 -20.0544 -0.014 0.355 -0.189 -0.05
C -16.8410 -13.3101 -18.6913 0.127 0.518 -0.131 -0.15
C -16.7879 -11.7651 -18.5377 -0.243 -1.500 -0.395 -0.20
O -16.1220 -11.5216 -17.3257 -0.715 -1.456 0.368 -0.18
C -15.6121 -10.2589 -17.2248 0.719 1.045 -0.028 -0.13
H -20.9217 -14.6017 -17.3427 -0.622 -0.316 -0.027 0.09
H -21.9006 -13.3938 -18.2509 0.156 0.258 -0.216 0.08
H -20.8172 -12.9684 -16.8195 -0.798 0.267 -0.009 0.07
H -20.5557 -14.0853 -20.2609 -0.649 0.589 0.351 0.11
H -19.5160 -15.2176 -19.6259 0.353 -0.283 1.236 0.13
H -18.8612 -12.4588 -20.4517 0.556 0.338 -0.496 0.11
H -18.7990 -13.9017 -21.4933 0.744 0.179 -0.316 0.12
H -17.0777 -14.7476 -20.1481 0.413 -0.084 0.127 0.11
H -15.8196 -13.6335 -18.4906 0.073 -0.143 -0.260 0.12
H -17.4530 -13.7424 -17.8997 -0.228 0.073 -0.033 0.11
H -17.7916 -11.3401 -18.5407 -0.184 0.207 0.122 0.10
H -16.2465 -11.3789 -19.4013 0.265 0.278 -0.089 0.11
H -16.3820 -9.4969 -17.3455 -0.154 0.320 -0.058 0.08
H -14.8498 -10.1396 -17.9948 0.212 0.409 -0.131 0.08
H -15.1294 -10.1238 -16.2569 -0.114 -0.117 0.070 0.10
```
Forces are in eV/Å.